1.
{
  "formula": "C43H45IrN11P",
  "method": "wB97M-V/def2-TZVPD",
  "multiplicity": 2,
  "charge": 3,
  "gap_ev": [7.8, 4.9],
  "symbols": ["Ir", "C", "N", "C", "C", "N", "C", "P", "C", "N", "C", "C", "N", "C", "C", "N", "C", "C", "N", "C", "H", "H", "H", "H", "H", "H", "H", "H", "H", "H", "H", "H", "H", "H", "H", "N", "C", "C", "C", "C", "C", "C", "C", "C", "N", "C", "H", "H", "H", "H", "H", "H", "H", "H", "C", "C", "C", "C", "C", "C", "C", "N", "C", "N", "C", "C", "C", "C", "C", "C", "C", "N", "C", "C", "C", "C", "C", "C", "C", "H", "H", "H", "H", "H", "H", "H", "H", "H", "H", "H", "H", "H", "H", "H", "H", "H", "H", "H", "H", "H", "H"],
  "positions_angstrom": [[-0.233, -0.439, 0.289], [-2.167, 5.243, -1.563], [-0.954, 4.449, -1.420], [0.292, 4.942, -1.183], [1.135, 3.859, -1.144], [0.430, 2.713, -1.346], [-0.829, 3.092, -1.504], [-2.204, 2.015, -1.987], [-1.170, 0.680, -2.641], [-0.451, -0.166, -1.919], [0.175, -1.008, -2.807], [-0.160, -0.638, -4.074], [-1.013, 0.419, -3.955], [-1.608, 1.147, -5.076], [-2.735, 1.222, -0.410], [-2.090, 0.449, 0.474], [-2.881, 0.336, 1.589], [-4.034, 1.020, 1.370], [-3.934, 1.558, 0.121], [-4.981, 2.386, -0.486], [-1.897, 6.295, -1.539], [-2.650, 5.028, -2.515], [-2.856, 5.045, -0.743], [0.477, 5.999, -1.085], [2.204, 3.858, -1.008], [0.782, -1.842, -2.495], [0.123, -1.040, -5.031], [-1.765, 0.455, -5.898], [-2.565, 1.560, -4.770], [-0.944, 1.948, -5.397], [-2.583, -0.251, 2.440], [-4.908, 1.155, 1.984], [-5.935, 2.082, -0.064], [-4.811, 3.438, -0.266], [-5.000, 2.227, -1.559], [1.794, -0.534, -0.374], [2.654, 0.390, 0.348], [4.015, 0.339, 0.343], [4.743, 1.377, 0.967], [4.097, 2.427, 1.554], [2.682, 2.479, 1.584], [1.942, 3.494, 2.230], [0.580, 3.403, 2.264], [-0.061, 2.304, 1.672], [0.590, 1.345, 1.043], [1.959, 1.438, 0.977], [1.691, -0.143, -1.314], [2.227, -1.450, -0.468], [4.541, -0.474, -0.142], [5.823, 1.336, 0.962], [4.660, 3.226, 2.020], [2.460, 4.319, 2.703], [-0.023, 4.146, 2.767], [-1.136, 2.214, 1.741], [-1.100, -6.541, -2.456], [-1.170, -6.845, -0.987], [-1.108, -8.151, -0.513], [-1.182, -8.436, 0.842], [-1.345, -7.409, 1.763], [-1.426, -6.099, 1.321], [-1.317, -5.827, -0.040], [-1.426, -4.482, -0.519], [-0.858, -3.396, 0.017], [0.227, -3.615, 0.813], [0.704, -2.827, 1.836], [0.500, -1.407, 1.893], [1.067, -0.752, 3.022], [1.756, -1.428, 3.987], [1.995, -2.812, 3.853], [1.487, -3.522, 2.797], [1.759, -4.998, 2.667], [-1.294, -2.182, -0.196], [-2.640, -2.117, -0.735], [-2.852, -1.965, -2.101], [-4.142, -1.892, -2.607], [-5.224, -1.985, -1.746], [-5.006, -2.200, -0.393], [-3.722, -2.293, 0.137], [-3.552, -2.672, 1.583], [-0.905, -7.447, -3.025], [-0.306, -5.826, -2.681], [-2.042, -6.127, -2.827], [-0.996, -8.959, -1.224], [-1.127, -9.462, 1.179], [-1.434, -7.628, 2.818], [-1.609, -5.298, 2.028], [-2.057, -4.320, -1.293], [0.509, -4.590, 0.856], [0.894, 0.301, 3.180], [2.122, -0.903, 4.859], [2.579, -3.331, 4.602], [2.398, -5.334, 3.479], [2.278, -5.239, 1.734], [0.842, -5.591, 2.707], [-2.011, -1.953, -2.780], [-4.299, -1.790, -3.673], [-6.234, -1.930, -2.129], [-5.852, -2.330, 0.271], [-4.334, -2.230, 2.199], [-2.582, -2.380, 1.990], [-3.642, -3.756, 1.690]],
  "forces_ev_per_angstrom": [[0.589, -0.116, -0.993], [-0.042, 0.017, -0.012], [0.140, -0.022, 0.076], [0.038, 0.003, 0.001], [-0.066, 0.084, -0.087], [-0.025, 0.154, -0.270], [-0.021, -0.050, 0.014], [0.017, -0.115, -0.025], [-0.006, -0.006, 0.171], [-0.156, 0.475, 0.204], [0.028, 0.072, 0.014], [0.087, -0.068, -0.035], [-0.127, -0.016, -0.035], [-0.002, 0.032, -0.028], [0.064, 0.113, -0.019], [-0.069, -0.380, 0.732], [-0.069, -0.019, -0.057], [0.052, -0.038, 0.081], [0.005, 0.061, -0.028], [-0.005, -0.024, -0.024], [-0.008, 0.002, -0.013], [-0.009, 0.000, 0.014], [-0.003, 0.013, -0.004], [-0.005, 0.002, 0.004], [0.002, 0.008, -0.018], [-0.002, -0.006, -0.015], [0.005, 0.000, 0.001], [-0.002, 0.008, -0.004], [0.007, -0.001, -0.011], [-0.003, 0.003, 0.001], [0.009, 0.100, -0.030], [-0.001, 0.008, -0.002], [-0.004, 0.011, -0.007], [-0.004, 0.007, -0.006], [-0.004, 0.008, 0.002], [-0.028, -0.440, -0.057], [-0.199, 0.184, 0.044], [-0.087, 0.010, 0.011], [0.033, 0.028, 0.023], [0.031, 0.006, -0.001], [-0.073, -0.093, 0.001], [-0.010, 0.016, 0.027], [0.018, 0.002, 0.015], [-0.023, -0.044, -0.050], [0.287, -0.099, -0.036], [-0.032, -0.240, 0.162], [0.050, -0.155, -0.004], [0.073, 0.039, 0.058], [-0.002, 0.003, -0.025], [0.000, 0.004, 0.003], [0.005, 0.000, 0.004], [0.000, -0.005, 0.005], [0.004, 0.012, -0.005], [0.041, -0.020, -0.024], [0.002, 0.012, -0.027], [0.059, 0.060, 0.142], [0.001, -0.007, 0.016], [-0.007, 0.035, 0.043], [0.018, -0.081, -0.015], [-0.078, -0.010, -0.118], [0.053, -0.222, -0.051], [-0.079, -0.012, -0.019], [-0.301, 0.113, -0.245], [0.390, 0.128, 0.344], [0.110, -0.265, -0.226], [-0.667, 1.066, 0.533], [-0.307, -0.148, -0.044], [-0.007, 0.066, -0.061], [-0.043, -0.240, -0.144], [0.298, -0.055, 0.292], [-0.024, 0.005, 0.004], [0.268, 0.016, -0.139], [-0.128, -0.054, -0.009], [0.001, -0.007, -0.021], [0.010, -0.006, -0.020], [-0.019, 0.001, 0.048], [-0.011, 0.025, -0.048], [0.042, 0.022, -0.042], [0.078, -0.065, 0.022], [0.006, 0.000, -0.001], [-0.008, 0.004, -0.007], [-0.001, 0.005, -0.004], [0.000, -0.006, 0.003], [-0.006, -0.001, 0.005], [-0.003, -0.014, 0.003], [-0.012, 0.034, -0.004], [-0.061, 0.054, 0.102], [-0.031, -0.013, -0.002], [-0.023, 0.042, -0.104], [0.030, -0.020, 0.010], [-0.006, 0.018, 0.026], [0.002, 0.008, 0.006], [0.007, -0.001, -0.003], [0.023, 0.008, -0.004], [-0.032, 0.052, 0.031], [0.002, 0.004, 0.002], [-0.001, -0.007, 0.006], [-0.010, 0.001, 0.001], [0.011, -0.005, -0.001], [-0.051, -0.043, -0.030], [0.005, -0.021, 0.008]]
}

2.
{
  "formula": "C43H46Cl4N6O2PY",
  "method": "wB97M-V/def2-TZVPD",
  "charge": 0,
  "gap_ev": 7.1,
  "symbols": ["Y", "N", "P", "C", "C", "C", "C", "C", "C", "C", "C", "C", "C", "C", "C", "C", "C", "C", "C", "C", "N", "H", "H", "H", "H", "H", "H", "H", "H", "H", "H", "H", "H", "H", "H", "H", "Cl", "C", "Cl", "H", "H", "Cl", "C", "C", "C", "C", "C", "Cl", "C", "N", "H", "H", "H", "C", "C", "C", "C", "C", "C", "N", "C", "C", "C", "C", "C", "C", "C", "O", "O", "C", "C", "H", "H", "H", "H", "H", "H", "H", "H", "H", "H", "H", "H", "H", "H", "C", "C", "C", "C", "N", "N", "H", "H", "H", "H", "H", "H", "H", "H", "H", "H", "H", "H"],
  "positions_angstrom": [[-0.438, 0.035, -0.359], [1.455, 1.012, 2.625], [1.570, -0.577, 1.182], [3.376, -0.489, 1.385], [3.953, -0.701, 2.633], [5.327, -0.618, 2.797], [6.144, -0.313, 1.716], [5.577, -0.096, 0.469], [4.202, -0.185, 0.308], [0.901, -1.814, 2.393], [0.623, -3.110, 1.952], [-0.012, -4.032, 2.772], [-0.395, -3.678, 4.057], [-0.126, -2.396, 4.512], [0.514, -1.477, 3.692], [0.445, 1.853, 2.446], [0.443, 3.167, 3.025], [-0.639, 3.979, 2.909], [-1.776, 3.532, 2.208], [-1.703, 2.295, 1.637], [-0.640, 1.461, 1.700], [2.219, 1.427, 3.145], [3.322, -0.950, 3.478], [5.764, -0.796, 3.772], [7.217, -0.252, 1.845], [6.206, 0.130, -0.383], [3.785, -0.061, -0.682], [0.893, -3.394, 0.947], [-0.204, -5.030, 2.399], [-0.894, -4.395, 4.698], [-0.418, -2.102, 5.512], [0.707, -0.480, 4.060], [1.325, 3.484, 3.567], [-0.626, 4.965, 3.358], [-2.667, 4.135, 2.108], [-2.554, 1.915, 1.078], [-1.669, -2.714, -0.636], [-3.048, -2.302, 0.400], [-2.604, -0.938, 1.446], [-3.274, -3.153, 1.032], [-3.877, -1.992, -0.223], [3.582, -3.596, 0.359], [3.065, -3.031, -1.204], [3.707, -3.575, -2.302], [3.283, -3.306, -3.595], [2.165, -2.505, -3.769], [1.558, -1.960, -2.659], [0.092, -1.003, -2.948], [1.972, -2.124, -1.308], [1.317, -1.480, -0.324], [4.538, -4.245, -2.126], [3.791, -3.739, -4.444], [1.765, -2.302, -4.753], [-5.384, 1.898, 2.279], [-5.600, 1.108, 1.014], [-6.167, -0.157, 1.106], [-6.394, -0.911, -0.035], [-6.005, -0.419, -1.266], [-5.442, 0.852, -1.377], [-5.184, 1.291, -2.689], [-4.270, 2.209, -3.189], [-4.704, 3.007, -4.259], [-3.892, 3.970, -4.818], [-2.616, 4.195, -4.309], [-2.169, 3.404, -3.272], [-2.958, 2.386, -2.724], [-2.266, 1.481, -1.765], [-2.644, 0.298, -1.560], [-1.191, 1.910, -1.227], [-5.267, 1.649, -0.238], [-4.802, 3.079, -0.332], [-5.535, 1.265, 3.151], [-6.080, 2.737, 2.352], [-4.375, 2.310, 2.337], [-6.439, -0.546, 2.079], [-6.856, -1.888, 0.037], [-6.129, -1.014, -2.163], [-5.906, 1.043, -3.344], [-5.715, 2.872, -4.625], [-4.265, 4.566, -5.641], [-1.982, 4.967, -4.723], [-1.172, 3.529, -2.867], [-5.134, 3.543, -1.260], [-3.713, 3.178, -0.302], [-5.203, 3.666, 0.493], [2.040, 3.344, -4.534], [2.525, 2.434, -3.411], [3.031, 1.115, -4.006], [3.637, 3.118, -2.623], [1.356, 2.261, -2.526], [1.562, 1.392, -1.414], [2.856, 3.573, -5.221], [1.652, 4.277, -4.124], [1.243, 2.863, -5.108], [3.830, 1.306, -4.725], [2.225, 0.591, -4.525], [3.443, 0.437, -3.254], [4.480, 3.340, -3.279], [4.011, 2.482, -1.817], [3.277, 4.051, -2.188], [0.584, 1.875, -3.059], [1.933, 1.953, -0.653], [2.245, 0.670, -1.626]],
  "forces_ev_per_angstrom": [[0.166, 0.001, 0.250], [0.085, 0.015, -0.054], [-0.038, -0.615, 0.108], [0.036, 0.031, -0.073], [0.036, -0.032, 0.026], [-0.014, 0.003, 0.018], [0.006, 0.014, -0.019], [0.030, -0.002, 0.026], [-0.006, -0.087, 0.006], [0.101, 0.040, 0.000], [-0.015, 0.005, -0.016], [-0.006, 0.007, 0.017], [0.011, 0.004, -0.012], [-0.010, -0.018, 0.004], [0.018, 0.004, 0.026], [-0.062, 0.026, 0.059], [0.043, -0.037, 0.009], [-0.038, 0.039, 0.004], [-0.029, -0.018, 0.034], [0.053, -0.040, 0.002], [0.057, 0.109, -0.068], [-0.028, 0.024, 0.028], [0.002, -0.004, -0.006], [-0.002, -0.002, 0.000], [0.000, 0.000, -0.001], [-0.005, 0.001, -0.003], [-0.013, -0.002, -0.024], [-0.006, -0.003, 0.010], [-0.001, -0.003, 0.000], [-0.005, 0.000, 0.002], [0.001, -0.001, 0.002], [-0.010, -0.008, -0.002], [-0.001, 0.001, 0.002], [-0.002, -0.003, 0.004], [0.008, 0.012, 0.001], [0.069, -0.020, -0.036], [-0.209, -0.156, 0.000], [0.004, 0.061, 0.026], [0.033, -0.131, 0.148], [-0.017, -0.005, -0.024], [-0.024, 0.030, -0.030], [0.019, 0.176, 0.056], [-0.035, -0.016, -0.005], [0.015, 0.001, -0.007], [-0.030, 0.010, 0.007], [0.038, -0.010, 0.010], [-0.059, 0.062, 0.002], [0.132, -0.071, -0.208], [-0.024, -0.135, 0.004], [0.186, 0.194, 0.046], [0.002, 0.003, -0.003], [0.006, 0.002, -0.004], [0.000, -0.003, -0.006], [-0.010, 0.016, 0.000], [0.036, 0.010, -0.008], [0.019, 0.007, -0.003], [0.040, -0.048, -0.013], [0.001, -0.030, 0.037], [0.006, -0.006, -0.034], [0.026, 0.053, 0.007], [0.004, 0.022, -0.015], [0.017, -0.021, 0.019], [0.012, 0.019, -0.007], [-0.023, 0.003, -0.008], [0.024, -0.022, 0.000], [-0.025, -0.051, -0.051], [0.014, -0.134, -0.119], [0.056, 0.003, 0.104], [-0.374, 0.698, -0.495], [-0.014, 0.005, 0.062], [-0.014, 0.026, -0.022], [-0.009, 0.001, 0.001], [-0.004, 0.002, -0.008], [-0.028, -0.010, 0.013], [0.000, -0.003, 0.004], [0.009, 0.002, -0.003], [-0.011, 0.005, -0.003], [-0.004, -0.012, -0.007], [-0.002, 0.008, -0.005], [0.003, 0.004, 0.001], [0.000, -0.001, -0.011], [-0.024, 0.024, 0.002], [-0.005, -0.011, 0.021], [-0.029, 0.015, 0.006], [-0.010, -0.004, 0.012], [-0.011, 0.009, -0.007], [-0.027, -0.009, 0.026], [0.012, -0.012, 0.003], [0.028, 0.011, -0.002], [0.065, -0.042, -0.022], [-0.196, 0.120, 0.141], [0.001, -0.004, -0.003], [0.012, 0.006, 0.003], [-0.007, -0.004, 0.007], [0.006, 0.008, 0.005], [-0.009, 0.000, -0.011], [-0.017, -0.002, 0.014], [0.000, 0.003, 0.000], [-0.007, -0.003, 0.002], [-0.008, 0.000, -0.004], [-0.018, 0.006, 0.022], [0.046, -0.042, 0.031], [-0.016, -0.067, -0.016]]
}

So what do the calculations give for ΔE to the lowest compared entry with this formula, charge and spin? Going down the list: 0.394 2.348 eV.
So what do the calculations give for DFT total energy? Going down the list: -73820.537 -118799.750 eV.
So what do the calculations give for largest force on an atom? Going down the list: 1.4 0.9 eV/Å.